1.
{"formula": "C17H42BClFN2O9P2", "method": "ωB97M-V/def2-TZVPD", "symbols": ["C", "C", "C", "F", "B", "C", "C", "O", "P", "O", "Cl", "P", "O", "O", "O", "H", "H", "H", "H", "H", "H", "H", "H", "H", "H", "H", "H", "C", "O", "C", "C", "N", "C", "C", "O", "C", "H", "H", "H", "H", "H", "H", "H", "H", "H", "H", "H", "H", "H", "H", "H", "C", "O", "C", "C", "N", "C", "C", "O", "C", "H", "H", "H", "H", "H", "H", "H", "H", "H", "H", "H", "H", "H", "H", "H"], "xyz": [[7.306, -2.829, 1.611], [6.006, -2.322, 0.959], [5.290, -1.274, 1.788], [5.035, -1.853, 3.072], [3.934, -0.565, 1.186], [3.373, 0.376, 2.434], [2.309, 1.384, 2.185], [1.228, 1.134, 1.706], [4.614, 0.381, -0.410], [5.348, 1.689, 0.350], [2.903, 1.334, -1.141], [2.696, -1.937, 0.589], [3.078, -2.619, -0.678], [1.191, -1.377, 0.467], [2.514, -3.038, 1.790], [7.699, -2.074, 2.301], [8.077, -3.006, 0.855], [7.147, -3.751, 2.173], [6.230, -1.891, -0.021], [5.338, -3.172, 0.778], [6.007, -0.456, 1.982], [3.001, -0.286, 3.230], [4.241, 0.893, 2.863], [2.522, 2.427, 2.503], [4.746, 2.437, 0.446], [0.877, -0.914, 1.260], [3.049, -3.804, 1.541], [-3.759, -0.449, -4.372], [-2.493, -0.724, -4.927], [-2.230, -0.087, -6.168], [-1.162, 0.975, -6.029], [-1.646, 2.109, -5.257], [-0.627, 3.095, -4.911], [0.526, 2.659, -4.015], [0.142, 2.354, -2.695], [-0.297, 1.025, -2.475], [-3.879, -1.103, -3.510], [-3.853, 0.590, -4.038], [-4.562, -0.658, -5.088], [-3.148, 0.347, -6.578], [-1.875, -0.854, -6.863], [-0.886, 1.325, -7.030], [-0.276, 0.500, -5.586], [-2.069, 1.766, -4.404], [-1.134, 3.925, -4.412], [-0.209, 3.493, -5.843], [1.215, 3.506, -3.940], [1.096, 1.826, -4.445], [0.209, 0.320, -3.141], [-1.382, 0.932, -2.603], [-0.047, 0.761, -1.448], [-1.831, -1.854, 1.476], [-1.554, -0.692, 2.232], [-1.975, 0.525, 1.621], [-3.099, 1.161, 2.406], [-4.323, 0.373, 2.323], [-5.383, 0.789, 3.228], [-5.123, 0.706, 4.728], [-4.996, -0.613, 5.224], [-3.701, -1.180, 5.124], [-1.340, -2.688, 1.975], [-2.908, -2.064, 1.415], [-1.427, -1.775, 0.464], [-2.278, 0.343, 0.585], [-1.116, 1.199, 1.607], [-3.294, 2.160, 2.004], [-2.744, 1.281, 3.440], [-4.097, -0.598, 2.500], [-6.262, 0.175, 3.014], [-5.652, 1.824, 2.988], [-5.992, 1.133, 5.237], [-4.252, 1.303, 5.027], [-2.921, -0.420, 5.224], [-3.551, -1.710, 4.180], [-3.596, -1.899, 5.936]], "mulliken_charge": [-1.3414, -0.1164, -0.2319, -0.4537, 0.5299, -0.5671, -0.3430, -0.3402, -0.2157, -0.5082, -0.2203, 0.6841, -0.8443, -0.0881, -0.6295, 0.3300, 0.3710, 0.3147, 0.2813, 0.1670, 0.4702, 0.4262, 0.2542, 0.3157, 0.2806, 0.1466, 0.3311, -0.7254, -0.3215, -0.8152, -0.1911, -0.3198, -0.8609, -0.4347, -0.3361, -0.1746, 0.2452, 0.2988, 0.3431, 0.4027, 0.3896, 0.3775, 0.1984, 0.1039, 0.3644, 0.4141, 0.3600, 0.3447, 0.2184, 0.1548, -0.0215, -0.8091, -0.4193, -0.5991, -0.2416, -0.3158, -0.7159, -0.4749, -0.4417, -0.5128, 0.2642, 0.3659, 0.3201, 0.3304, 0.3487, 0.4015, 0.1557, 0.1051, 0.3732, 0.3993, 0.3565, 0.3397, 0.2813, 0.1502, 0.3208], "homo_ha": -0.17626, "spin_multiplicity": 1, "total_energy_ha": -2727.3734, "total_charge": -1, "orbital_gap_ev": 7.38, "lumo_ev": 2.6}



2.
{"formula": "C17H42Br6O15S5", "method": "ωB97M-V/def2-TZVPD", "symbols": ["O", "S", "O", "O", "C", "C", "C", "H", "H", "H", "H", "H", "H", "H", "H", "O", "S", "O", "O", "C", "C", "C", "H", "H", "H", "H", "H", "H", "H", "H", "O", "S", "O", "O", "C", "C", "C", "H", "H", "H", "H", "H", "H", "H", "H", "O", "S", "O", "O", "C", "C", "C", "H", "H", "H", "H", "H", "H", "H", "H", "O", "S", "O", "O", "C", "C", "C", "H", "H", "H", "H", "H", "H", "H", "H", "C", "Br", "Br", "Br", "H", "C", "Br", "Br", "Br", "H"], "xyz": [[-0.081, -3.921, -2.306], [-1.554, -4.021, -2.360], [-2.378, -4.493, -1.258], [-2.249, -2.463, -2.781], [-3.664, -2.163, -2.534], [-4.322, -1.652, -3.764], [-2.027, -5.059, -3.876], [-3.691, -1.554, -1.630], [-4.165, -3.059, -2.170], [-5.373, -1.405, -3.615], [-4.268, -2.427, -4.528], [-3.844, -0.769, -4.189], [-3.090, -5.289, -3.951], [-1.408, -5.955, -3.909], [-1.832, -4.439, -4.751], [-2.356, 5.074, 0.166], [-0.900, 5.070, 0.096], [-0.204, 4.227, -0.935], [-0.222, 6.581, 0.140], [1.142, 6.777, -0.191], [1.424, 8.144, -0.734], [-0.353, 4.597, 1.768], [1.400, 6.009, -0.921], [1.753, 6.606, 0.695], [2.302, 8.249, -1.372], [1.555, 8.971, -0.036], [0.643, 8.518, -1.396], [-0.573, 3.530, 1.742], [-0.901, 5.188, 2.502], [0.713, 4.750, 1.936], [3.082, 4.865, 1.547], [3.293, 3.626, 2.237], [4.645, 3.192, 2.669], [2.158, 3.300, 3.373], [2.241, 2.209, 4.251], [0.921, 1.619, 4.687], [2.708, 2.234, 1.007], [2.853, 2.766, 4.961], [2.979, 1.521, 3.839], [0.452, 2.146, 5.518], [1.112, 0.577, 4.943], [0.244, 1.655, 3.834], [1.802, 2.451, 0.441], [2.790, 1.238, 1.442], [3.594, 2.122, 0.382], [3.961, -1.576, -1.430], [4.425, -1.786, -2.772], [5.090, -3.065, -3.111], [3.250, -1.636, -3.907], [1.943, -2.112, -3.674], [0.952, -1.512, -4.702], [5.388, -0.257, -3.252], [1.569, -1.788, -2.703], [1.938, -3.198, -3.583], [0.023, -1.424, -4.139], [0.763, -2.237, -5.494], [1.351, -0.553, -5.032], [6.291, -0.198, -2.643], [4.720, 0.594, -3.120], [5.645, -0.376, -4.304], [-6.680, -1.802, 3.787], [-5.817, -2.807, 3.307], [-6.103, -3.720, 2.205], [-4.412, -1.995, 2.905], [-3.434, -2.760, 2.115], [-2.008, -2.303, 2.334], [-5.118, -3.713, 4.831], [-3.614, -2.564, 1.058], [-3.527, -3.846, 2.123], [-1.359, -2.566, 1.498], [-1.539, -2.849, 3.153], [-1.934, -1.231, 2.516], [-5.937, -4.378, 5.102], [-4.974, -2.922, 5.567], [-4.170, -4.235, 4.701], [3.254, -2.929, 2.009], [5.199, -3.212, 2.382], [2.244, -2.126, 3.579], [2.283, -4.562, 1.576], [2.997, -2.198, 1.242], [0.119, 0.078, -1.190], [-0.746, 1.323, 0.146], [0.546, -1.393, 0.013], [1.637, 0.966, -2.099], [-0.567, -0.274, -1.960]], "mulliken_charge": [-0.4545, 1.0416, -0.5681, -0.2466, -0.2298, -1.2646, -1.0055, 0.2897, 0.4128, 0.3802, 0.2859, 0.3170, 0.3338, 0.3948, 0.3178, -0.6164, 1.1264, -0.5119, -0.3389, 0.2081, -1.3758, -0.1688, 0.2618, 0.1682, 0.3720, 0.3213, 0.3584, -0.1728, 0.4444, -0.0830, -0.4872, 1.0005, -0.6239, -0.2486, -0.4049, -0.8309, -0.6402, 0.3608, 0.4062, 0.3359, 0.2071, 0.1241, -0.1125, 0.3626, 0.4682, -0.4013, 0.9164, -0.6220, -0.3100, 0.5152, -0.9767, -0.8636, -0.4965, 0.4545, 0.1183, 0.3325, 0.3268, 0.3599, 0.2134, 0.3604, -0.5583, 1.1076, -0.5896, -0.3527, -0.1553, -0.5530, -0.8572, 0.0651, 0.3972, -0.1161, 0.2935, 0.3085, 0.3505, 0.3123, 0.3095, 0.2513, -0.0369, -0.0658, -0.0262, -0.2416, -0.5376, -0.0827, 0.3996, 0.0117, 0.5245], "homo_ha": -0.36704, "spin_multiplicity": 1, "total_energy_ha": -19236.3078, "orbital_gap_ev": 9.46, "lumo_ev": -0.5}